No. 1
A molecular structure, C39H44O13, computed with ωB97M-V with the def2-TZVPD basis set.

```
96
Properties=species:S:1:pos:R:3:forces:R:3
C 37.8570 54.2890 42.7970 4.78 -1.68 -2.47
C 38.5180 52.8830 43.1480 -2.28 4.69 -2.61
C 39.8080 52.6420 42.3970 0.35 -3.25 0.60
O 38.6660 52.9570 44.4860 0.65 -0.64 3.54
H 38.6860 54.9830 42.8630 0.07 -0.05 0.89
H 37.0230 54.7470 43.1320 -2.96 0.59 1.88
H 37.8150 54.3050 41.7480 -0.79 -0.10 -1.84
H 37.7930 52.1780 42.9450 -1.37 -2.14 -0.98
H 40.1080 52.4810 41.3280 -2.23 -0.51 0.24
H 40.0290 51.6790 42.9660 0.95 0.95 -0.95
H 40.5600 53.3480 42.4900 1.10 1.48 1.63
H 37.7900 53.2040 44.8830 1.51 -0.51 -0.56
C 36.5880 54.2360 36.5920 1.18 1.33 -1.51
C 37.5120 54.7510 37.6900 -1.43 0.14 1.59
C 37.6230 53.8430 38.9950 -4.69 1.40 -0.50
O 38.7290 54.9010 37.0460 2.47 0.47 -0.61
H 36.7360 55.0170 35.7120 -0.24 -2.13 1.45
H 35.5490 54.0750 36.7010 -1.28 0.45 0.91
H 36.9510 53.2320 36.4250 0.41 -0.23 -1.00
H 37.1850 55.8420 37.9470 0.52 -1.92 0.12
H 38.2800 54.3240 39.6310 0.61 2.08 1.97
H 38.2350 52.9880 38.9790 -0.04 -2.09 -1.30
H 36.4330 53.6080 39.5400 4.55 1.35 -1.94
H 39.4600 54.2610 37.1770 -1.29 0.25 0.36
C 35.9350 51.5020 39.7430 -6.03 2.22 2.61
C 35.1270 50.4690 40.5760 -1.21 3.67 -2.83
C 33.6040 50.7550 40.3660 1.03 0.89 -2.99
O 35.5000 49.2410 40.1420 0.16 -2.64 0.64
H 35.6390 52.4950 40.2490 0.76 -1.68 -0.34
H 35.8520 51.7470 38.7430 -0.90 -0.51 -2.38
H 36.8340 51.2220 39.9360 6.25 -0.91 1.15
H 35.5300 50.8240 41.5410 -0.81 -1.03 0.52
H 33.1090 50.2690 41.0820 -2.32 -2.31 2.87
H 33.0590 50.4610 39.3420 1.91 0.62 2.00
H 33.3850 51.7930 40.5900 0.11 0.38 -0.29
H 35.0540 48.5720 40.6970 0.37 0.25 -0.50
C 41.3460 48.3700 43.1390 1.04 1.85 -3.95
C 41.5470 48.6560 41.6740 2.08 4.26 11.30
C 42.4330 49.8610 41.3390 -2.48 -3.97 -0.44
O 42.6220 50.1010 40.2040 0.72 0.95 -4.05
C 42.9920 50.6480 42.3220 -1.56 0.96 8.35
C 42.5370 50.5030 43.7150 3.31 1.07 -5.61
C 41.8240 49.3540 44.2070 -2.93 -0.54 3.65
O 41.4770 49.3380 45.4640 1.48 -0.57 -5.20
H 40.8050 47.4560 43.4220 0.31 0.57 0.04
H 41.2220 47.8390 41.3010 -1.96 -4.73 -4.58
H 43.5620 51.5190 42.0620 0.20 0.10 -0.23
H 42.9400 51.2580 44.3560 -0.20 0.12 0.79
C 40.8490 57.0070 41.2660 -4.59 -1.94 6.91
C 39.4640 57.1310 42.0180 5.18 3.40 -9.00
C 38.3680 57.9640 41.2120 -0.39 -1.44 1.87
O 37.1740 58.0550 41.6130 3.69 -0.14 -1.31
C 38.8050 58.5530 39.8900 9.93 -5.06 1.71
C 40.1570 58.3730 39.3140 -4.73 1.24 0.78
C 41.2510 57.6740 40.0460 -0.40 0.45 -0.71
O 42.3940 57.6850 39.6080 -0.79 -0.16 0.46
H 41.5720 56.3300 41.9020 -1.22 1.49 -1.79
H 39.1310 56.5580 42.7650 -0.50 -1.70 3.09
H 38.0810 59.1020 39.6430 -5.32 4.54 -3.46
H 40.4690 58.7590 38.2970 -0.70 -0.24 1.40
C 43.6660 54.2160 44.4390 5.73 -1.85 1.98
C 44.5890 53.8980 45.5870 -4.34 1.52 -3.18
C 43.9770 53.9370 46.9950 0.88 -0.66 -3.36
O 44.6250 53.8380 47.9910 0.86 -0.02 1.21
C 42.5560 54.0790 47.0040 -6.15 2.81 -2.49
C 41.6810 54.3820 45.8340 9.03 -3.16 6.22
C 42.1980 54.4110 44.5460 2.41 0.42 -2.33
O 41.5370 54.7020 43.5560 0.39 0.09 0.57
H 44.1560 54.2400 43.3870 -1.09 0.01 1.91
H 45.6620 53.7000 45.5330 -0.40 0.18 -0.41
H 42.1420 54.3060 48.0220 0.18 -0.68 -1.06
H 40.7690 54.6260 45.8210 -7.32 1.69 1.11
C 36.9910 53.0530 47.1210 5.40 5.92 2.53
C 38.0320 54.1760 46.9090 -7.42 -3.56 0.35
C 37.5570 55.4070 46.2020 3.60 -1.75 -0.92
O 38.3880 56.2480 45.8370 -1.19 -0.06 0.75
C 36.2200 55.4340 45.6480 -5.99 -2.66 -0.24
C 35.1380 54.4350 45.9110 3.17 4.70 -1.93
C 35.5740 53.2040 46.5470 -0.28 3.51 1.95
O 34.7280 52.3930 46.7370 -5.35 1.32 0.80
H 37.3520 52.1920 47.8390 -0.60 3.36 -0.44
H 38.8760 54.0520 47.5020 1.64 0.21 0.44
H 36.0340 56.2340 44.9100 -0.01 -0.17 0.82
H 33.9940 54.5430 45.5960 3.00 -0.27 0.48
C 35.6810 50.0430 48.3410 -3.12 -5.66 0.27
C 34.8610 48.7490 48.5720 3.87 6.75 -1.03
C 33.9970 48.1680 47.5450 0.99 0.07 -1.08
O 33.3860 47.1250 47.6870 0.12 0.67 0.13
C 33.9720 48.8900 46.1930 1.91 1.07 2.13
C 34.8010 49.9810 45.9960 -3.61 -1.28 -4.76
C 35.7590 50.4980 46.8990 0.70 0.78 2.96
O 36.4420 51.4550 46.5560 3.69 -9.72 -3.96
H 36.2050 50.5310 49.2020 -0.42 -0.61 -1.13
H 34.9230 48.3930 49.5540 -0.29 -0.79 1.19
H 33.2540 48.2930 45.6640 -0.22 0.79 -1.40
H 34.7300 50.6920 44.9920 0.23 -2.38 2.56
```
Forces are in eV/Å.

Summary:
HOMO level: -9.037 eV
Energy: -67744.8912 eV
Relative energy (zero: lowest compared OMol25 entry of this formula, charge and spin): 86.4 kcal/mol
Gap between HOMO and LUMO: 6.5 eV

No. 2
A molecular structure, C39H45Cl6N2O5PS, computed with ωB97M-V with the def2-TZVPD basis set.

```
99
Properties=species:S:1:pos:R:3:forces:R:3
C -5.8052 -0.6969 4.6497 -0.91 0.70 -0.22
C -4.9018 -0.1701 5.9122 -0.21 -0.35 0.72
C -3.3586 -0.7228 5.9423 -1.16 -1.52 -0.12
O -2.3355 0.3427 5.6759 -1.58 -1.21 0.92
N -1.8687 0.0298 4.4567 1.65 2.38 -3.72
C -0.3717 0.2719 4.2053 2.19 1.66 3.59
O 0.4284 0.7643 5.1474 -4.79 -3.44 -6.17
C -0.2158 -0.1407 2.6491 -1.91 -0.13 -3.82
C 0.9720 -0.7379 1.6951 -3.25 0.07 -0.29
P 2.5956 -0.9267 2.6947 1.22 4.35 -1.36
N 3.6423 0.1574 2.0151 -1.49 -0.55 1.18
C 0.7952 -1.0771 0.0626 -2.72 1.58 2.30
C 1.9740 -1.7485 -0.8359 0.44 -0.57 -1.71
C 1.4248 -2.9385 -1.8898 -0.71 0.40 -0.55
C 3.2100 -2.5227 -0.1603 1.65 -1.05 -0.04
C 2.8064 -3.9076 0.6934 -0.25 1.10 0.10
C -0.7061 -0.6271 -0.5819 -0.27 0.72 4.70
S -1.0439 -0.7246 -2.4628 3.80 -1.54 -4.09
C -2.2007 0.5474 -3.1705 -0.57 1.37 -0.95
O 0.3226 -0.2195 -3.0900 -4.44 -1.55 2.58
O -1.4849 -2.1095 -2.9508 0.83 4.01 2.11
C -1.9300 -0.0607 0.4121 2.05 -0.20 1.97
C -3.4636 0.3055 -0.0049 -1.76 -0.76 0.96
C -3.7355 1.8319 -0.5313 0.77 0.49 -0.28
C -4.2382 -0.8822 -0.8942 -1.15 -0.15 0.61
C -5.2739 -1.7702 0.0766 1.82 -0.19 0.78
C -4.2498 -2.6065 1.1015 0.82 0.23 -0.60
C -1.6576 0.1582 2.0341 3.37 -0.91 -1.82
C -2.5891 0.6868 3.2598 -2.70 2.52 -1.06
O -3.6506 1.5049 3.2475 6.68 -5.60 0.42
H -6.1259 0.2531 4.0047 0.85 -2.24 1.18
H -5.2890 -1.4961 3.9682 -0.79 1.63 1.32
H -6.8231 -1.1796 5.0204 2.22 0.98 -0.64
H -5.4456 -0.5624 6.8966 1.33 0.95 -2.02
H -4.8843 0.9992 5.9507 0.01 -2.28 -0.11
H -3.2376 -1.5348 5.0798 -0.21 1.76 1.94
H -3.1253 -1.2795 6.9491 -0.24 1.51 -1.81
H 3.1180 -2.2463 2.8166 -1.18 0.13 -0.43
H 2.4727 -0.4368 4.0756 -0.96 -1.10 -1.09
H 3.8800 0.8920 2.7425 -0.38 -1.29 -1.08
H 2.3909 -0.8992 -1.5643 -0.99 -1.59 1.92
H 2.0949 -3.8877 -1.9341 -1.05 1.85 0.53
H 0.3629 -3.2697 -1.5297 1.90 0.58 -1.13
H 1.4403 -2.5259 -3.0103 -0.51 -0.81 2.68
H 4.0137 -1.8659 0.4075 -2.04 -1.05 -0.81
H 3.8542 -2.9685 -1.0682 -1.51 1.34 1.81
H 2.7555 -4.8568 -0.0076 0.21 2.02 1.62
H 3.5845 -4.0211 1.5686 -1.52 -0.11 -1.86
H 1.7520 -3.7272 1.1706 1.89 -0.56 -0.80
H -1.9641 1.5749 -2.6500 -0.87 -2.87 -1.25
H -3.3318 0.2670 -3.2231 2.25 0.30 0.70
H -1.8806 0.7089 -4.3119 -0.17 -0.84 2.66
H -4.1376 0.2704 0.9885 2.14 0.01 -1.84
H -4.3086 2.4986 0.2714 1.11 -1.72 -1.72
H -4.3035 1.8530 -1.5801 1.08 -0.12 2.40
H -2.7021 2.3788 -0.7375 -3.19 -1.87 1.35
H -4.9305 -0.3597 -1.6808 1.62 -0.98 1.15
H -3.5051 -1.6751 -1.3407 -1.38 1.70 0.48
H -5.9144 -1.0821 0.7822 0.93 -1.26 -1.78
H -5.9163 -2.5252 -0.5668 1.27 1.75 1.37
H -4.5639 -3.7242 1.2473 0.45 2.26 0.04
H -3.1722 -2.6315 0.5881 -2.29 -0.08 1.11
H -4.0753 -2.0211 2.1245 -0.61 -1.45 -2.13
Cl 5.5876 -1.3570 -7.5569 0.01 0.03 -0.20
C 3.9757 -0.7974 -7.2849 -0.41 0.10 0.28
C 3.1875 -0.2518 -8.3049 -0.34 0.04 0.39
Cl 3.7499 -0.1006 -9.9316 0.18 -0.07 0.02
C 1.8922 0.1922 -8.0199 -0.04 -0.09 0.47
C 1.3832 0.0902 -6.7238 0.33 -0.09 -0.19
C 2.1664 -0.4581 -5.7091 0.24 -0.07 -0.12
C 3.4606 -0.9007 -5.9888 -0.44 0.21 -0.16
H 1.2731 0.6196 -8.8053 0.26 -0.12 0.05
H 0.3760 0.4383 -6.5064 0.19 -0.07 -0.06
H 1.7699 -0.5407 -4.6997 0.06 0.03 -0.23
H 4.0646 -1.3256 -5.1903 -0.01 0.07 -0.27
Cl 4.9887 -1.6605 3.7886 1.59 -0.63 1.10
C 6.6727 -1.2814 3.8648 0.51 0.00 -0.06
C 7.1700 -0.2195 4.6293 0.43 -0.12 -0.18
Cl 6.1468 0.8006 5.5766 -0.18 -0.12 -0.09
C 8.5438 0.0429 4.6433 0.14 -0.35 -0.29
C 9.4191 -0.7520 3.9005 -0.33 0.02 0.07
C 8.9242 -1.8129 3.1434 -0.28 0.13 0.14
C 7.5534 -2.0770 3.1250 0.36 0.20 0.08
H 8.9394 0.8670 5.2324 -0.24 -0.14 -0.08
H 10.4863 -0.5433 3.9131 -0.22 -0.01 0.03
H 9.6053 -2.4345 2.5667 -0.18 0.10 0.10
H 7.1765 -2.9059 2.5302 -0.07 0.22 0.17
Cl -4.1077 3.7117 -4.1079 0.14 -0.18 0.08
C -3.3649 5.0685 -3.3381 0.06 0.48 0.12
C -2.3277 4.9299 -2.4083 -0.06 0.76 -0.04
Cl -1.6870 3.3906 -1.9556 1.47 2.15 -0.97
C -1.7727 6.0669 -1.8120 -0.22 0.30 -0.15
C -2.2475 7.3375 -2.1434 -0.08 -0.33 -0.08
C -3.2769 7.4756 -3.0735 0.05 -0.34 0.02
C -3.8351 6.3432 -3.6695 0.26 0.24 0.26
H -0.9681 5.9693 -1.0869 -0.17 -0.14 -0.18
H -1.8141 8.2186 -1.6761 -0.05 -0.22 -0.07
H -3.6456 8.4649 -3.3346 0.04 -0.23 0.02
H -4.6387 6.4608 -4.3929 0.17 -0.19 0.15
```
Forces are in eV/Å.

Summary:
HOMO level: -7.865 eV
Energy: -149627.2799 eV
Gap between HOMO and LUMO: 6.1 eV

No. 3
A molecular structure, C39H45N5OZn, computed with ωB97M-V with the def2-TZVPD basis set.

```
91
Properties=species:S:1:pos:R:3:forces:R:3
Zn 0.7693 -1.4947 -0.6592 -0.06 1.36 0.83
N -2.4811 -1.2975 1.1951 1.20 0.21 -0.41
N -1.1016 -2.4247 -1.4390 -1.42 -0.77 -1.88
C 2.2882 0.9830 -0.9968 -0.40 -0.35 0.84
C 2.5538 -0.3496 -0.5506 -0.11 0.93 0.50
C 1.9072 -0.4913 0.7553 0.21 1.50 0.03
C 2.2312 -1.5552 1.7420 -0.06 -0.54 0.37
H 2.3396 -2.5302 1.2395 0.09 0.08 0.24
H 1.4322 -1.6789 2.4918 0.32 0.05 -0.19
H 3.1883 -1.3478 2.2543 -0.21 -0.06 -0.02
C 1.1845 0.7198 1.0071 0.91 -1.02 -0.79
C 0.3804 0.9695 2.2224 -0.51 0.04 0.62
H 1.0004 0.9780 3.1318 -0.11 -0.01 -0.15
H -0.3778 0.1806 2.3640 0.17 0.32 0.01
H -0.1269 1.9434 2.1737 0.02 -0.31 0.03
C 1.4199 1.6030 -0.0698 0.90 -0.72 -0.03
C 0.9861 3.0201 -0.1402 -0.26 0.43 -0.27
H 0.2400 3.2390 0.6314 0.05 0.05 -0.25
H 0.5637 3.2587 -1.1279 -0.04 0.02 0.24
H 1.8308 3.7083 0.0199 -0.09 -0.09 -0.02
C 3.6074 -1.2662 -1.0681 0.48 -0.41 -0.17
H 4.5488 -1.1885 -0.5007 -0.08 -0.03 -0.10
H 3.8306 -1.0544 -2.1222 -0.03 -0.11 0.20
H 3.2776 -2.3167 -1.0143 0.32 0.15 -0.04
C 2.9381 1.6641 -2.1398 -0.04 0.30 -0.63
H 2.1986 2.1673 -2.7828 0.20 -0.10 0.02
H 3.5002 0.9559 -2.7616 -0.10 0.18 0.03
H 3.6509 2.4379 -1.8032 -0.15 -0.16 -0.04
C -3.3278 -1.2065 2.2166 -0.34 -0.79 0.08
H -3.7026 -0.2118 2.4703 0.07 -0.18 -0.27
C -3.7598 -2.3086 2.9655 0.24 0.20 -0.32
H -4.4957 -2.1763 3.7554 0.26 -0.05 -0.02
C -3.2315 -3.5569 2.6346 0.10 0.30 -0.18
H -3.5304 -4.4541 3.1746 0.02 0.16 -0.09
C -2.2944 -3.6317 1.6119 0.06 0.40 0.11
H -1.8528 -4.5822 1.3254 -0.08 0.08 0.16
C -1.8759 -2.4676 0.9126 -0.61 -1.23 1.00
C -0.7523 -2.6838 -0.0583 0.25 -0.78 0.62
H -0.3173 -3.6824 0.0504 -0.64 -0.09 -0.12
C -1.0837 -1.0634 -1.7350 0.62 0.04 0.74
C -0.6287 -3.0924 -2.5987 -0.48 0.06 1.19
H -0.5805 -4.1713 -2.6599 0.17 0.21 0.09
C -0.5572 -2.1758 -3.5881 -0.65 1.27 -0.27
H -0.3370 -2.3199 -4.6373 -0.12 0.03 0.29
N -0.9658 -0.9290 -3.0929 0.49 -1.34 -1.16
C -0.9570 0.3413 -3.7251 0.65 0.73 -0.53
C 0.1122 0.7784 -4.5107 -0.68 0.11 0.27
C 0.1076 2.1116 -4.9604 0.40 -0.02 -0.41
H 0.9187 2.4427 -5.6160 -0.21 -0.07 0.13
C -0.8858 3.0214 -4.5676 -0.16 -0.39 0.50
C -0.8881 4.4396 -5.0800 -0.03 0.29 0.03
H -0.6905 5.1430 -4.2580 0.02 -0.10 -0.18
H -1.8708 4.7111 -5.4935 0.21 -0.10 0.06
H -0.1356 4.6095 -5.8619 -0.12 -0.12 0.18
C -1.8690 2.6060 -3.6825 0.85 0.48 -0.44
H -2.6400 3.3075 -3.3734 0.00 -0.16 0.01
C -1.9434 1.2618 -3.2288 -0.67 -0.37 0.26
C -2.9115 0.8169 -2.3346 -1.02 0.25 -0.04
H -3.3451 -0.1811 -2.4614 0.49 0.26 0.57
H -3.2102 1.4292 -1.4816 -0.46 0.06 -0.58
H -1.6059 -0.3856 -1.0569 0.21 -0.10 -0.56
C 1.2879 -0.1044 -4.8326 0.47 -0.07 -0.26
H 1.0084 -0.9845 -5.4318 0.15 0.22 0.23
H 1.8178 -0.4401 -3.9225 -0.37 -0.02 -0.25
H 2.0243 0.4547 -5.4285 -0.21 -0.05 0.15
C -0.4455 -0.0086 8.3870 0.15 0.10 0.25
N 0.1183 -0.3221 7.0907 0.41 1.04 1.40
N -0.5097 -1.1321 6.2160 -0.47 -0.92 -1.18
C 0.3191 -1.3723 5.1169 -0.06 -0.53 -0.85
O -0.0239 -2.0526 4.1302 0.23 0.45 0.98
C 1.5284 -0.6557 5.4310 -0.03 -0.08 -0.14
C 1.3582 -0.0315 6.6387 -0.57 -0.44 -0.25
C 2.2862 0.8221 7.4175 0.57 0.29 0.02
C -1.8143 -1.6478 6.4107 -0.23 0.15 -0.07
C -2.8671 -0.7904 6.7453 -0.06 -0.23 -0.06
C -4.1282 -1.3275 7.0033 0.08 -0.30 -0.05
C -4.3413 -2.7089 6.8845 0.09 0.17 0.01
C -3.2930 -3.5506 6.4933 -0.13 0.41 0.00
C -2.0321 -3.0192 6.2413 0.05 0.13 0.19
H -1.3242 0.6408 8.2970 0.17 0.01 0.14
H 0.3230 0.5284 8.9487 -0.25 -0.08 -0.05
H -0.7269 -0.9104 8.9500 0.09 0.11 -0.15
H 2.3952 -0.6263 4.7951 0.00 0.06 0.00
H 1.8897 1.8356 7.5767 -0.01 -0.32 0.03
H 2.5320 0.3950 8.4008 -0.19 0.06 -0.19
H 3.2221 0.9094 6.8530 -0.17 0.02 0.11
H -2.6921 0.2868 6.8015 -0.12 -0.41 0.00
H -4.9452 -0.6626 7.2961 0.26 -0.24 -0.11
H -5.3289 -3.1266 7.0994 0.32 0.14 -0.09
H -3.4530 -4.6232 6.3907 0.00 0.22 -0.01
H -1.2031 -3.6451 5.9177 -0.18 0.14 0.11
```
Forces are in eV/Å.

Summary:
HOMO level (spin up / spin down): -0.293 / 2.024 eV
Energy: -99081.9298 eV
Relative energy (zero: lowest compared OMol25 entry of this formula, charge and spin): 0.0 kcal/mol
Net charge: -2
Gap between HOMO and LUMO (spin up / spin down): 4.1 / 1.7 eV

The M results, record by record, are as follows: 720.768, 897.557, 665.213 g/mol.